Entry 1:
A molecular structure, C11H23NO22S5 in a non-equilibrium geometry, computed with ωB97M-V/def2-TZVPD.

Computed properties:
- electronic energy (eV) = -112483.1974
- gap between HOMO and LUMO (Ha) = 0.39213
- total charge = 0
- M (g mol⁻¹) = 681.63
- ΔE to the lowest compared entry with this formula, charge and spin (kcal/mol) = 19.3
- LUMO energy (eV) = -0.149
- E_HOMO (eV) = -10.82

Last column: Mulliken charge in e.
Cartesian coordinates (Å):
C (-2.6598, -13.2148, 21.4296)  -0.82
N (-2.4791, -14.6371, 21.0993)  0.96
O (-2.6981, -14.9253, 19.9397)  -0.50
O (-2.1726, -15.4080, 21.9728)  -0.53
H (-1.8521, -12.6636, 20.9570)  0.26
H (-2.5658, -13.1310, 22.5122)  0.34
H (-3.6637, -12.8547, 21.2248)  0.32
C (2.4558, -21.3017, 18.1427)  -0.25
C (3.6631, -20.5751, 17.5219)  -0.54
O (3.9043, -19.4996, 18.4185)  -0.19
S (3.8981, -20.1395, 19.9093)  1.22
O (3.5291, -19.2409, 20.9584)  -0.52
O (5.0909, -20.9302, 20.0522)  -0.61
O (2.6448, -21.1113, 19.5459)  -0.31
H (2.3722, -22.3566, 17.9028)  0.34
H (1.5363, -20.7821, 17.8656)  0.24
H (3.5729, -20.1934, 16.5097)  0.36
H (4.5582, -21.2041, 17.5701)  0.31
C (3.2986, -14.7910, 15.8317)  -0.20
C (4.7558, -14.4782, 15.4523)  -0.43
O (5.2454, -15.6541, 14.8085)  -0.34
S (4.3794, -16.9694, 15.2077)  1.11
O (5.1487, -17.8805, 16.0037)  -0.51
O (3.7807, -17.4754, 14.0082)  -0.57
O (3.2662, -16.1836, 16.0982)  -0.21
H (2.6185, -14.5344, 15.0166)  0.26
H (2.9907, -14.1857, 16.6808)  0.29
H (5.3556, -14.4255, 16.3692)  0.29
H (4.9701, -13.5992, 14.8532)  0.32
C (-3.7198, -12.9343, 17.0981)  -0.30
C (-2.3847, -12.2880, 17.4314)  0.14
O (-2.7163, -11.1745, 18.2333)  -0.29
S (-4.2110, -10.6126, 17.8942)  1.07
O (-4.1410, -9.4360, 17.0800)  -0.54
O (-4.9296, -10.5833, 19.1352)  -0.52
O (-4.6400, -11.8614, 16.9087)  -0.34
H (-3.9557, -13.5805, 17.9470)  0.25
H (-3.6790, -13.5778, 16.2234)  0.35
H (-1.7519, -12.0311, 16.5795)  0.28
H (-1.8312, -12.9734, 18.0768)  -0.07
C (0.0014, -18.8057, 22.2560)  -0.07
C (-1.1266, -18.4518, 23.2540)  -0.14
O (-1.3085, -19.6269, 23.9857)  -0.39
S (-0.5158, -20.9385, 23.3508)  1.10
O (-1.4174, -22.0242, 23.0696)  -0.54
O (0.6371, -21.1428, 24.1812)  -0.54
O (-0.1817, -20.1804, 21.9989)  -0.28
H (0.9216, -18.6239, 22.8230)  0.27
H (0.0954, -18.2105, 21.3536)  -0.07
H (-2.0496, -18.1082, 22.7761)  0.33
H (-0.7932, -17.6195, 23.8782)  0.28
C (2.8055, -16.5844, 19.2673)  -0.50
C (1.6044, -17.4475, 18.9537)  0.39
O (0.4853, -16.7010, 19.4455)  -0.39
S (0.9567, -15.1924, 19.9879)  1.01
O (1.2817, -15.2975, 21.3708)  -0.55
O (0.1362, -14.1380, 19.4783)  -0.46
O (2.2935, -15.2793, 19.0827)  -0.33
H (3.5783, -16.7622, 18.5236)  0.30
H (3.1918, -16.7374, 20.2756)  0.30
H (1.6212, -18.4565, 19.3566)  0.04
H (1.4785, -17.5306, 17.8700)  0.12



Entry 2:
A molecular structure, C5H12O3Rb in a non-equilibrium geometry, computed with ωB97M-V/def2-TZVPD.

Computed properties:
- electronic energy (eV) = -12167.7245
- gap between HOMO and LUMO (Ha) = 0.28040
- total charge = +1
- M (g mol⁻¹) = 205.62
- LUMO energy (eV) = -3.645
- E_HOMO (eV) = -11.28

Last column: Mulliken charge in e.
Cartesian coordinates (Å):
C (-3.1784, 0.6090, -0.5058)  -0.42
H (-3.1512, 1.6974, -0.3783)  0.37
H (-3.2835, -0.0812, -1.3507)  0.36
H (-2.9336, 0.0694, 0.4132)  0.23
O (-5.0882, 0.7101, -0.3678)  -0.33
C (-5.8453, 0.3056, 0.5012)  0.01
H (-5.4641, -0.0125, 1.4860)  0.23
H (-6.9111, 0.1753, 0.2571)  0.28
O (-0.8769, 0.6334, -1.1014)  -0.86
C (-0.7986, 1.4262, -2.2418)  -0.44
C (0.3540, 2.4115, -2.2568)  -0.47
O (1.5741, 1.6820, -2.2338)  -0.24
C (2.7261, 2.4876, -2.3659)  -0.77
Rb (1.4384, -0.6714, -0.4625)  1.02
H (-1.6990, 2.0491, -2.4422)  0.28
H (-0.7547, 0.8166, -3.1740)  0.24
H (0.3053, 3.0920, -1.3879)  0.32
H (0.3076, 3.0332, -3.1685)  0.33
H (3.6011, 1.8326, -2.2748)  0.25
H (2.7366, 2.9904, -3.3461)  0.28
H (2.7660, 3.2453, -1.5657)  0.31



Entry 3:
C5H10O in the gas phase, computed with ωB97M-V/def2-TZVPD.

Computed properties:
- electronic energy (eV) = -7392.7873
- gap between HOMO and LUMO (Ha) = 0.38181
- total charge = 0
- M (g mol⁻¹) = 86.13
- ΔE to the lowest compared entry with this formula, charge and spin (kcal/mol) = 45.6
- LUMO energy (eV) = 1.025
- E_HOMO (eV) = -9.36

Last column: Mulliken charge in e.
Cartesian coordinates (Å):
C (-1.3316, 0.8248, -1.3753)  -1.21
C (-1.0033, -0.3296, -0.3260)  -0.52
C (0.5343, -0.7053, 0.3742)  0.21
C (1.0907, -0.5876, 1.8348)  -1.17
C (1.0518, 0.4236, -0.3878)  -0.10
O (1.1070, 1.5404, 0.0828)  -0.55
H (-2.4167, 0.7985, -1.5648)  0.36
H (-1.1015, 1.8428, -1.0457)  0.36
H (-0.8725, 0.7083, -2.3680)  0.34
H (-1.2431, -1.2464, -0.8621)  0.27
H (-1.6964, -0.1763, 0.4951)  0.32
H (0.7794, -1.7050, -0.0066)  0.30
H (0.5476, 0.1213, 2.4536)  0.30
H (1.2108, -1.5333, 2.3832)  0.37
H (2.1116, -0.1720, 1.7618)  0.29
H (1.2318, 0.1958, -1.4492)  0.43



Entry 4:
9 unconnected molecules or ions with the total composition C40H65BO30S in a non-equilibrium geometry, computed with ωB97M-V/def2-TZVPD.

Computed properties:
- electronic energy (eV) = -115474.6529
- gap between HOMO and LUMO (Ha) = 0.35181
- total charge = 0
- M (g mol⁻¹) = 1068.81
- LUMO energy (eV) = 0.114
- E_HOMO (eV) = -9.46

Last column: Mulliken charge in e.
Cartesian coordinates (Å):
C (3.8643, 2.2387, -1.8028)  -1.02
C (2.9471, 3.0705, -2.7185)  -0.35
O (1.7995, 2.3334, -3.1222)  -0.43
B (0.5850, 2.8418, -2.7055)  0.82
O (0.3221, 4.1980, -2.8927)  -0.69
C (-0.5509, 1.9395, -2.0042)  -0.19
C (-1.6578, 2.7585, -1.2639)  0.29
C (-2.6201, 3.5501, -2.1745)  -0.61
O (-3.9673, 3.1565, -2.0195)  -0.52
C (-4.2349, 1.8806, -2.5823)  -0.55
C (-1.0197, 3.6238, -0.1650)  -1.35
C (0.0790, 2.9124, 0.6469)  -0.32
O (-0.0839, 1.4781, 0.6873)  -0.16
S (0.0750, 0.7795, -0.7501)  1.38
O (1.4271, 0.3454, -1.0220)  -0.56
O (-0.8735, -0.3351, -0.7428)  -0.92
H (4.8136, 2.7493, -1.6419)  0.49
H (3.9829, 1.2347, -2.2068)  0.19
H (3.3687, 2.1613, -0.8320)  0.12
H (2.7123, 3.9983, -2.1909)  0.28
H (3.5430, 3.3626, -3.5907)  0.44
H (0.4290, 4.4318, -3.8211)  0.30
H (-1.0001, 1.2573, -2.7296)  0.38
H (-2.2759, 2.0066, -0.7589)  0.64
H (-2.5337, 4.6131, -1.9395)  0.45
H (-2.3043, 3.4486, -3.2100)  -0.01
H (-3.3462, 1.4172, -3.0167)  0.16
H (-5.0507, 1.9367, -3.3051)  0.30
H (-4.5679, 1.2140, -1.7764)  0.26
H (-1.8257, 3.8827, 0.5292)  0.45
H (-0.6199, 4.5553, -0.5684)  0.42
H (1.0725, 3.1639, 0.2645)  0.14
H (0.0535, 3.2879, 1.6627)  0.33
C (3.2283, -1.6591, 0.8275)  -1.14
C (4.5681, -2.0669, 0.2710)  0.60
C (4.8732, -3.5403, 0.3734)  -0.42
O (6.3051, -3.5502, 0.4110)  -0.36
C (6.7015, -2.3661, 0.9492)  0.61
O (7.8086, -2.1237, 1.3006)  -0.53
O (5.6546, -1.5073, 1.0323)  -0.35
H (3.0650, -0.5924, 0.6870)  0.14
H (2.4212, -2.1946, 0.3271)  0.24
H (3.1780, -1.8554, 1.9009)  0.41
H (4.6689, -1.7180, -0.7607)  0.22
H (4.5064, -4.1119, -0.4766)  0.30
H (4.4988, -3.9852, 1.2999)  0.29
C (-1.1222, -3.0801, -1.6609)  -1.50
C (-1.6280, -3.8023, -2.8840)  1.03
C (-1.6419, -5.3120, -2.8004)  -0.34
O (-1.5304, -5.6818, -4.1891)  -0.38
C (-0.8670, -4.6842, -4.8197)  0.35
O (-0.4467, -4.7534, -5.9324)  -0.58
O (-0.7589, -3.6000, -4.0215)  -0.23
H (-1.1743, -2.0051, -1.8070)  0.44
H (-1.7176, -3.3421, -0.7894)  0.32
H (-0.0764, -3.3219, -1.4634)  0.19
H (-2.6186, -3.4191, -3.1516)  0.18
H (-2.5580, -5.7054, -2.3689)  0.35
H (-0.7851, -5.7195, -2.2622)  0.24
C (-2.7352, 0.9556, -8.3670)  -1.33
C (-2.4966, 2.2872, -7.7018)  0.57
C (-1.3150, 3.0554, -8.2412)  -0.60
O (-0.9124, 3.8323, -7.0961)  -0.36
C (-1.2923, 3.1426, -6.0040)  0.34
O (-0.9399, 3.3838, -4.8836)  -0.57
O (-2.1063, 2.1236, -6.3238)  -0.18
H (-3.6028, 0.4457, -7.9403)  0.21
H (-2.8940, 1.0787, -9.4387)  0.43
H (-1.8792, 0.2965, -8.2079)  0.35
H (-3.4051, 2.8957, -7.7153)  0.27
H (-1.5657, 3.6984, -9.0808)  0.31
H (-0.4818, 2.4057, -8.5179)  0.32
C (0.2236, -8.9458, 2.0890)  -1.50
C (-0.1087, -8.0315, 0.9362)  0.60
C (0.7786, -6.8168, 0.8164)  -0.63
O (-0.0874, -5.8809, 0.1577)  -0.12
C (-1.3615, -6.2095, 0.4899)  0.54
O (-2.3136, -5.5306, 0.2750)  -0.53
O (-1.3995, -7.4159, 1.1034)  -0.37
H (-0.4369, -9.8124, 2.0919)  0.37
H (1.2531, -9.2966, 2.0179)  0.38
H (0.0858, -8.4331, 3.0416)  0.36
H (-0.1280, -8.5957, -0.0007)  0.26
H (1.6734, -6.9967, 0.2248)  0.33
H (1.0629, -6.4025, 1.7869)  0.32
C (0.0057, 0.2416, 3.7354)  -1.25
C (-0.7065, 0.8444, 4.9202)  0.61
C (-2.0977, 1.3537, 4.6359)  -0.40
O (-2.2477, 2.3793, 5.6332)  -0.39
C (-1.0118, 2.8466, 5.9136)  0.67
O (-0.7827, 3.8242, 6.5558)  -0.54
O (-0.0603, 2.0525, 5.3709)  -0.30
H (0.9880, -0.1291, 4.0293)  0.44
H (-0.5674, -0.5882, 3.3215)  0.44
H (0.1636, 0.9855, 2.9552)  -0.09
H (-0.7126, 0.1389, 5.7569)  0.29
H (-2.8642, 0.5913, 4.7501)  0.35
H (-2.1876, 1.8126, 3.6485)  0.19
C (3.7532, 6.0940, 6.1577)  -1.55
C (2.7313, 6.1998, 5.0532)  0.48
C (1.3950, 5.5775, 5.3702)  -0.30
O (0.9087, 5.2397, 4.0626)  -0.28
C (1.9870, 5.0318, 3.2762)  0.66
O (1.9365, 4.5535, 2.1869)  -0.51
O (3.1212, 5.4382, 3.8927)  -0.37
H (4.6805, 6.5894, 5.8705)  0.39
H (3.3815, 6.5590, 7.0708)  0.37
H (3.9957, 5.0503, 6.3613)  0.36
H (2.6170, 7.2429, 4.7436)  0.30
H (0.7126, 6.2607, 5.8683)  0.41
H (1.4773, 4.6635, 5.9583)  0.03
C (0.6014, 2.3069, 8.8349)  -1.30
C (0.4281, 1.5680, 10.1385)  0.47
C (0.0198, 2.4337, 11.3045)  -0.46
O (0.5430, 1.7000, 12.4191)  -0.35
C (1.6158, 0.9969, 11.9726)  0.62
O (2.3936, 0.4360, 12.6710)  -0.52
O (1.6740, 1.0294, 10.6159)  -0.36
H (0.8663, 1.6135, 8.0359)  0.27
H (-0.3135, 2.8213, 8.5572)  0.40
H (1.4106, 3.0350, 8.9058)  0.30
H (-0.2673, 0.7326, 10.0102)  0.27
H (-1.0576, 2.5521, 11.3931)  0.33
H (0.4917, 3.4193, 11.2842)  0.32
C (-1.8632, -4.4198, -8.1579)  -1.67
C (-2.5594, -3.4642, -7.2227)  0.72
C (-3.7250, -4.0527, -6.4669)  -0.24
O (-4.5378, -2.8931, -6.2202)  -0.35
C (-4.2879, -2.0100, -7.2140)  0.60
O (-4.9229, -1.0229, -7.4226)  -0.63
O (-3.2126, -2.3949, -7.9401)  -0.43
H (-1.0173, -3.9327, -8.6409)  0.37
H (-1.4928, -5.2879, -7.6148)  0.42
H (-2.5416, -4.7499, -8.9468)  0.43
H (-1.8350, -3.0124, -6.5383)  0.38
H (-3.4331, -4.5257, -5.5319)  0.08
H (-4.3044, -4.7603, -7.0648)  0.30



Entry 5:
C6H11N in the gas phase in a non-equilibrium geometry, computed with ωB97M-V/def2-TZVPD.

Computed properties:
- electronic energy (eV) = -7888.6252
- gap between HOMO and LUMO (Ha) = 0.33841
- total charge = 0
- M (g mol⁻¹) = 97.16
- ΔE to the lowest compared entry with this formula, charge and spin (kcal/mol) = 44.0
- LUMO energy (eV) = 1.157
- E_HOMO (eV) = -8.05

Last column: Mulliken charge in e.
Cartesian coordinates (Å):
C (-1.0784, -1.0670, 2.7945)  -0.84
C (-0.6505, -0.5763, 1.6299)  0.13
N (-1.2701, 0.4673, 0.9281)  -0.28
C (-0.4568, 1.1908, -0.0321)  -0.68
C (0.0210, 0.3082, -1.1639)  -0.24
C (1.3159, 0.1835, -1.4138)  0.12
C (1.9309, -0.4759, -2.5993)  -1.27
H (-1.8539, -0.6121, 3.4024)  0.24
H (-0.8394, -2.0844, 3.0771)  0.23
H (0.3240, -0.8475, 1.2316)  0.22
H (-1.8308, 1.0088, 1.5711)  0.22
H (0.4301, 1.7182, 0.3400)  0.31
H (-1.1631, 1.9117, -0.4574)  0.35
H (-0.7818, -0.2597, -1.6122)  0.30
H (2.0777, 0.5315, -0.7151)  0.28
H (1.2636, -1.0849, -3.2201)  0.31
H (2.7527, -1.1657, -2.3625)  0.32
H (2.4231, 0.2141, -3.2953)  0.29



Entry 6:
2 unconnected molecules or ions with the total composition C6H13OP in a non-equilibrium geometry, computed with ωB97M-V/def2-TZVPD.

Computed properties:
- electronic energy (eV) = -17763.2907
- gap between HOMO and LUMO (Ha) = 0.28755
- total charge = 0
- M (g mol⁻¹) = 132.14
- ΔE to the lowest compared entry with this formula, charge and spin (kcal/mol) = 119.0
- LUMO energy (eV) = -0.237
- E_HOMO (eV) = -8.06

Last column: Mulliken charge in e.
Cartesian coordinates (Å):
C (1.0709, 1.8840, 1.6260)  -0.57
C (0.5829, -0.4410, -1.7756)  0.70
C (1.4357, 0.6543, -2.3942)  -1.08
C (-0.4426, -1.5138, 2.1052)  -1.25
C (-1.5704, 1.0166, -0.5939)  -1.13
C (-0.5351, -1.5191, 0.5688)  -0.47
O (0.4517, -1.5376, -2.2369)  -0.51
P (0.0653, 0.0949, -0.1312)  0.07
H (2.0648, 1.5756, 1.7525)  0.25
H (0.4441, 1.6119, 2.6257)  0.15
H (2.4306, 0.2688, -2.8910)  0.29
H (0.8857, 1.2820, -3.2016)  0.27
H (1.6540, 1.3310, -1.5853)  0.38
H (-0.8174, -2.3131, 2.6387)  0.41
H (0.5672, -1.4066, 2.4188)  0.38
H (-0.9061, -0.5905, 2.3784)  0.26
H (-2.2517, 0.4898, -1.2457)  0.41
H (-2.0819, 0.9711, 0.3570)  0.34
H (-1.3606, 2.1166, -0.6451)  0.36
H (-1.6007, -1.6231, 0.3492)  0.33
H (-0.0864, -2.3518, -0.1198)  0.39